Entry 1:
Density functional theory data (ωB97M-V/def2-TZVPD) for C4H3N3 as an isolated structure.

```
10
C4H3N3 | the OMol25 dataset | ωB97M-V/def2-TZVPD
C 1.9993 -0.0849 -0.1781
C 1.5783 -0.3820 1.0039
C 0.2403 -0.1784 0.5633
C -0.1499 0.9369 -0.2816
N -1.4078 0.6095 -0.8269
N -1.7437 -0.5431 -0.4435
N -0.7769 -1.0429 0.4022
H 1.0748 0.7001 -0.9378
H 0.0400 1.9786 -0.0348
H -0.8544 -1.9937 0.7334
```

Summary:
HOMO energy ... -10.00 eV
DFT total energy ... -8659.44539 eV
LUMO level ... -0.5 eV
Energy relative to the best compared isomer or geometry (same formula, charge and spin) ... 672.1 kJ/mol

These are the Mulliken partial charges, in e, on atoms 1 to 6: -0.302, -0.509, 0.626, -0.469, -0.163, -0.394

Entry 2:
Density functional theory data (ωB97M-V/def2-TZVPD) for C24H22AsAuN4OS as an isolated structure.

```
54
C24H22AsAuN4OS | the OMol25 dataset | ωB97M-V/def2-TZVPD
Au -0.1883 -0.6567 1.2570
O 1.4287 -1.8685 0.0976
N 1.1063 -3.1112 -0.2094
C 1.9751 -3.7672 -1.0174
C 1.7596 -5.0541 -1.4202
C 0.6020 -5.7031 -0.9802
C -0.2680 -5.0298 -0.1656
C -0.0366 -3.7009 0.2445
S -1.1552 -2.8747 1.2447
H 2.8276 -3.1695 -1.3008
H 2.4770 -5.5327 -2.0703
H 0.3886 -6.7190 -1.2844
H -1.1802 -5.4902 0.1858
C 2.2665 3.5261 1.1525
C 1.0045 3.4875 1.7267
C 0.3014 2.2894 1.7890
C 0.8423 1.1125 1.2764
C 2.1129 1.1646 0.7032
C 2.8200 2.3590 0.6430
H 2.8117 4.4606 1.0942
H 0.5500 4.3924 2.1119
H -0.6873 2.2885 2.2310
H 2.5514 0.2636 0.2890
H 3.8041 2.3791 0.1878
C -1.1672 1.3084 -4.0588
As -0.6302 0.5817 -2.3141
C 0.9780 -0.3320 -2.9750
C -1.9022 -0.9547 -2.2512
C -1.9539 -1.8117 -3.4693
C -2.8307 -1.5262 -4.5166
C -2.8584 -2.3108 -5.6610
C -2.0116 -3.4039 -5.7836
C -1.1409 -3.7063 -4.7449
C -1.1156 -2.9191 -3.6043
H -1.1133 0.5537 -4.8440
H -0.4899 2.1276 -4.3040
H -2.1808 1.7009 -3.9871
H 0.7663 -0.9546 -3.8447
H 1.4000 -0.9340 -2.1690
H 1.7037 0.4367 -3.2452
H -2.8702 -0.4909 -2.0580
H -1.6318 -1.5351 -1.3673
H -3.5031 -0.6811 -4.4221
H -3.5498 -2.0689 -6.4592
H -2.0348 -4.0172 -6.6759
H -0.4789 -4.5614 -4.8201
H -0.4369 -3.1645 -2.7975
N -2.2986 0.3140 1.4305
C -2.6737 1.2616 0.8665
C -3.1576 2.3897 0.2199
C -3.0799 3.6510 0.8553
N -3.0150 4.6764 1.3824
C -3.7033 2.2554 -1.0762
N -4.1464 2.1223 -2.1357
```

Summary:
HOMO energy (spin up / spin down) ... -4.69 / -5.27 eV
<S²> ... 0.754
DFT total energy ... -108618.11192 eV
LUMO level (spin up / spin down) ... 2.4 / 1.7 eV
Energy relative to the best compared isomer or geometry (same formula, charge and spin) ... 0.0 kJ/mol
Charge ... -1
2S+1 ... 2

These are the Mulliken partial charges, in e, on atoms 1 to 6: 0.303, -0.665, 0.445, -0.284, -0.724, -0.225

Entry 3:
Density functional theory data (ωB97M-V/def2-TZVPD) for a 6-piece molecular cluster, C2H16N2O4 overall.

```
24
C2H16N2O4 | the OMol25 dataset | ωB97M-V/def2-TZVPD
C 1.4165 -0.0437 -1.0736
N 1.7627 1.3020 -0.6762
C -1.5905 -0.3070 1.1826
N -1.2734 -1.4902 0.3767
H 0.9749 0.0634 -2.0592
H 2.3103 -0.6552 -1.0254
H 0.6683 -0.4502 -0.3632
H 0.9328 1.8572 -0.9539
H -2.6565 -0.3725 1.4103
H -1.0200 -0.3885 2.1223
H -1.8883 -2.2872 0.5269
H -1.3039 -1.2160 -0.6378
H -1.3232 0.5565 0.5720
H -1.8541 -1.0144 -2.8913
O -1.3075 -0.6450 -2.1841
H -1.0084 0.8922 -2.0590
H -1.9891 1.9125 -1.5518
O -1.0506 1.8502 -1.7335
H 1.7590 1.3485 0.3761
H 1.5958 1.2236 2.7905
O 1.1709 0.9608 1.9581
H 1.3785 -0.6331 1.9023
H 0.6160 -1.8463 1.4797
O 1.2580 -1.5994 2.1606
```

Summary:
HOMO energy ... -9.41 eV
DFT total energy ... -13495.78193 eV
LUMO level ... -5.4 eV
Energy relative to the best compared isomer or geometry (same formula, charge and spin) ... 882.8 kJ/mol

These are the Mulliken partial charges, in e, on atoms 1 to 6: -0.513, -0.377, -0.581, -0.340, 0.429, 0.337

Entry 4:
Density functional theory data (ωB97M-V/def2-TZVPD) for C23H37O2Os as an isolated structure.

```
63
C23H37O2Os | the OMol25 dataset | ωB97M-V/def2-TZVPD
O 0.2852 1.3822 -0.4494
C -0.0315 1.6001 -1.8581
C 1.3702 2.0983 -2.1841
H -0.8023 2.3823 -1.8894
H -0.2921 0.6906 -2.4321
C 1.7229 1.5990 -0.7581
H 1.4655 3.1653 -2.2349
H 1.8565 1.5994 -2.9990
C 2.2475 2.6691 0.1843
H 1.4371 3.3166 0.5199
H 2.9926 3.2756 -0.3301
H 2.7007 2.1917 1.0544
C 2.6018 0.3589 -1.0061
H 2.1361 -0.3067 -1.7437
H 2.7713 -0.2566 -0.1226
H 3.5779 0.6580 -1.4435
Os 1.6403 -3.1467 0.9144
C 2.0959 -4.8456 -0.3480
C 0.6916 -4.7873 -0.1250
C 0.2163 -3.5577 -0.6673
H 0.0968 -5.5110 0.4095
C 1.3225 -2.8692 -1.2197
C 2.4833 -3.6585 -1.0245
H 3.5061 -3.3721 -1.2671
H 2.7571 -5.6303 -0.0057
H -0.7976 -3.1918 -0.6359
H 1.2644 -1.8850 -1.6758
C 1.7609 -3.2775 3.0733
C 2.9722 -2.7320 2.5683
C 2.6587 -1.5185 1.9065
H 3.9511 -3.1855 2.6235
C 1.2510 -1.3143 1.9924
C 0.7053 -2.4001 2.7187
H -0.3587 -2.5621 2.8863
H 1.6616 -4.2359 3.5632
H 3.3757 -0.8799 1.4139
H 0.6892 -0.5039 1.5376
O -0.6317 4.0954 -1.4284
C 0.1678 4.9999 -2.2755
C -0.7243 6.1201 -2.7833
H 0.5678 4.4816 -3.1629
H 1.0308 5.3421 -1.6988
C -2.1648 5.6288 -2.5312
H -0.4949 6.3205 -3.8332
H -0.4999 7.0494 -2.2602
C -2.0537 4.3731 -1.6396
H -2.6715 5.4266 -3.4822
H -2.7722 6.3880 -2.0379
H -2.5130 3.4998 -2.1308
H -2.5462 4.5044 -0.6637
C -4.5895 -2.8526 1.7205
C -3.4502 -1.8957 2.1164
C -3.0571 -2.0709 3.5947
C -2.3311 -2.0886 1.1978
H -4.2566 -3.8982 1.7001
H -4.9666 -2.5800 0.7277
H -5.4066 -2.7505 2.4377
H -3.7845 -0.8500 1.9802
H -2.6666 -3.0773 3.7954
H -2.3106 -1.3330 3.9057
H -3.9430 -1.9211 4.2183
H -1.5578 -1.3358 1.0723
H -2.3572 -2.9349 0.5150
```

Summary:
HOMO energy (spin up / spin down) ... -8.26 / -11.34 eV
<S²> ... 6.016
DFT total energy ... -30997.89212 eV
LUMO level (spin up / spin down) ... -2.4 / -6.0 eV
Energy relative to the best compared isomer or geometry (same formula, charge and spin) ... 109.2 kJ/mol
Charge ... +1
2S+1 ... 5

These are the Mulliken partial charges, in e, on atoms 1 to 6: -0.528, 0.430, -1.170, -0.466, 0.375, 2.245